#P
Computed, not measured: 2 unconnected molecules or ions with the total composition C6H13N2, with wB97M-V/def2-TZVPD.

```
! wB97M-V def2-TZVPD RIJCOSX def2/J DEFGRID3
* xyz 1 1
C -0.137 2.768 0.431
C 0.481 2.207 1.508
N 1.216 1.014 1.560
C 0.981 0.051 2.651
H -0.151 2.385 -0.611
H -0.550 3.733 0.651
H 0.367 2.764 2.450
H 1.369 0.663 0.607
H 1.789 -0.652 2.788
H 0.842 0.652 3.546
H 0.017 -0.595 2.615
C -0.975 -1.843 -2.221
C -1.108 -1.177 -3.364
C -0.072 -1.812 0.014
N -0.499 -1.183 -1.038
H -1.183 -2.912 -1.976
H -0.812 -0.157 -3.369
H -1.481 -1.563 -4.338
H 0.433 -1.277 0.781
H -0.229 -2.868 0.164
H -0.453 -0.152 -1.079
*
```

Summary:
Orbital gap (Eh): 0.21632

---

#Q
Computed, not measured: a gas-phase ion, C6H13N2 (charge +1), with wB97M-V/def2-TZVPD.

```
! wB97M-V def2-TZVPD RIJCOSX def2/J DEFGRID3
* xyz 1 1
C -0.111 0.098 0.879
C -0.379 -0.369 -0.353
C 2.049 -0.537 0.479
C -1.034 0.679 1.850
C 3.506 -0.518 0.379
C -2.264 0.732 -1.952
N 1.270 0.265 1.099
N -1.823 -0.350 -0.885
H 0.414 -0.606 -1.114
H 1.840 -1.538 -0.026
H -1.952 1.059 1.490
H -0.615 1.514 2.197
H -1.096 -0.069 2.678
H 3.911 -1.402 0.625
H 3.848 0.406 0.964
H 3.858 -0.494 -0.568
H -3.287 0.783 -1.848
H -1.644 1.496 -1.763
H -1.968 0.465 -2.915
H -1.962 -1.335 -1.114
H -2.561 -0.278 -0.102
*
```

Summary:
Orbital gap (Eh): 0.36924

---

#R
Computed, not measured: a gas-phase ion, C6H13N2 (charge +1), with wB97M-V/def2-TZVPD.

```
! wB97M-V def2-TZVPD RIJCOSX def2/J DEFGRID3
* xyz 1 1
C -2.026 0.246 -0.465
C -0.739 2.130 -1.003
C -1.947 -0.923 0.595
C 0.100 0.047 0.147
C 2.601 -0.437 -0.618
C 1.612 0.175 0.418
N -0.754 0.920 -0.505
N -0.561 -1.364 0.203
H -2.467 -0.132 -1.469
H -2.664 1.019 -0.155
H 0.098 2.750 -0.810
H -1.601 2.607 -1.343
H -1.874 -0.630 1.678
H -2.810 -1.539 0.497
H 3.480 0.280 -0.617
H 2.250 -0.591 -1.667
H 2.925 -1.362 -0.218
H 1.812 1.272 0.485
H 1.693 -0.177 1.484
H 0.188 -1.900 0.766
H -0.510 -1.724 -0.737
*
```

Summary:
Orbital gap (Eh): 0.29907

---

#S
Computed, not measured: 2 unconnected molecules or ions with the total composition C6H13N2, with wB97M-V/def2-TZVPD.

```
! wB97M-V def2-TZVPD RIJCOSX def2/J DEFGRID3
* xyz 1 1
C -1.933 0.946 0.201
C -0.586 -0.825 0.043
C 0.369 0.405 0.227
C -0.211 -1.966 -0.886
C 1.247 0.924 -0.936
C 1.421 0.222 1.306
N -0.720 1.339 0.548
N -1.889 -0.299 -0.155
H -2.711 1.673 0.254
H -0.787 -1.229 1.621
H -1.200 -2.378 -1.203
H 0.495 -2.652 -0.408
H 0.251 -1.426 -1.713
H 2.115 0.210 -1.036
H 1.742 1.933 -0.593
H 0.743 0.994 -1.880
H 2.225 1.012 1.295
H 1.775 -0.830 1.258
H 0.898 0.280 2.155
H -0.638 2.402 0.594
H -2.604 -0.736 -0.694
*
```

Summary:
Orbital gap (Eh): 0.36632

---

Most stable structure: #S

---

#P
Computed, not measured: 2 unconnected molecules or ions with the total composition C6H13N2, with wB97M-V/def2-TZVPD.

```
! wB97M-V def2-TZVPD RIJCOSX def2/J DEFGRID3
* xyz 1 1
C -0.428 0.588 0.556
C 2.648 2.574 1.052
C -1.002 -0.555 0.493
C -2.287 -1.754 -1.047
C -1.274 -3.011 0.827
C 1.993 2.278 -1.214
N -1.500 -1.654 0.193
N 2.024 1.988 0.094
H 0.706 0.826 0.581
H -0.923 1.272 1.236
H 3.374 3.307 0.885
H 2.258 2.332 2.069
H -2.064 -1.035 -1.741
H -2.304 -2.768 -1.363
H -3.332 -1.667 -0.728
H -2.217 -3.496 0.576
H -0.353 -3.377 0.438
H -1.075 -2.927 1.944
H 2.451 1.609 -1.937
H 2.408 3.276 -1.475
H 0.896 2.193 -1.439
*
```

Summary:
Orbital gap (Eh): 0.34131

---

#Q
Computed, not measured: 2 unconnected molecules or ions with the total composition C6H13N2, with wB97M-V/def2-TZVPD.

```
! wB97M-V def2-TZVPD RIJCOSX def2/J DEFGRID3
* xyz 1 1
C 2.717 -0.475 1.323
C 0.169 -0.912 -0.162
C -1.286 0.287 1.170
C 0.235 1.570 -0.352
C -1.610 0.250 -1.405
C -0.717 0.331 -0.239
N 1.558 -0.813 1.503
N 0.201 -1.971 -0.841
H 3.310 -0.142 0.418
H 3.337 -0.489 2.200
H -1.923 -0.518 1.482
H -1.757 1.192 1.283
H -0.345 0.422 1.834
H 0.577 1.611 -1.346
H 1.001 1.495 0.368
H -0.286 2.490 -0.216
H -0.981 0.096 -2.266
H -2.178 -0.637 -1.319
H -2.149 1.135 -1.435
H -0.452 -2.084 -1.607
H 0.578 -2.838 -0.394
*
```

Summary:
Orbital gap (alpha / beta) (Eh): 0.33005 / 0.33016

---

#R
Computed, not measured: a gas-phase ion, C6H13N2 (charge +1), with wB97M-V/def2-TZVPD.

```
! wB97M-V def2-TZVPD RIJCOSX def2/J DEFGRID3
* xyz 1 1
C 1.720 1.127 -0.486
C -0.654 0.922 -1.168
C 0.402 0.038 1.246
C 0.701 -0.706 2.485
C -2.173 -0.996 -1.646
C -0.841 -0.364 -1.366
N 0.626 1.561 -1.039
N 1.641 0.267 0.473
H 2.725 1.698 -0.602
H -1.497 1.575 -1.591
H -0.189 0.875 1.380
H 1.023 0.004 3.296
H 1.438 -1.522 2.368
H -0.093 -1.257 2.928
H -2.519 -0.645 -2.614
H -2.947 -0.765 -0.974
H -2.064 -2.124 -1.497
H -0.079 -1.105 -1.148
H -0.342 -0.611 0.721
H 0.832 2.316 -1.749
H 2.289 -0.290 0.985
*
```

Summary:
Orbital gap (Eh): 0.36655

---

Most stable structure: #R